C34H60F2O33 as an isolated structure. Source: OMol25; level of theory: wB97M-V/def2-TZVPD.

The geometry in ORCA input format:
```
! RIJCOSX wB97M-V def2-TZVPD def2/J DEFGRID3
* xyz 0 1
C 2.4865 1.2243 3.9537
C 2.6243 -0.2273 3.4985
O 2.6881 -0.2164 2.1681
C 2.1529 0.8766 1.7395
O 1.9756 1.1424 0.5292
O 1.8622 1.6802 2.8044
F 1.5221 -0.8882 3.9263
H 3.4698 1.6553 3.7650
H 1.9820 1.4893 4.8829
H 3.4933 -0.8150 3.7943
C 0.8078 -4.5224 -0.4303
C 0.0587 -3.5002 -1.3676
O -1.1743 -4.2002 -1.4292
C -1.0852 -5.5426 -1.1938
O -1.9232 -6.3529 -1.4819
O 0.1452 -5.7490 -0.6866
F 0.7107 -3.5126 -2.5563
H 0.7869 -4.4201 0.6547
H 1.8536 -4.5962 -0.7285
H 0.0255 -2.4755 -0.9974
C -0.7151 3.4773 2.3169
O -0.8868 2.9359 3.6201
C -0.7078 1.6798 3.7916
O -0.3284 0.8341 2.9125
O -0.9259 1.4613 5.0836
C -0.4355 0.2795 5.7603
H -1.6244 3.2319 1.7682
H 0.1793 3.0590 1.8552
H -0.5996 4.5580 2.3993
H 0.6373 0.1240 5.6467
H -0.9024 -0.6260 5.3728
H -0.8031 0.4862 6.7654
C 5.0895 1.8287 -4.9798
O 4.4365 0.6270 -4.6299
C 3.6411 0.4985 -3.6681
O 3.4190 1.3058 -2.7192
O 3.0064 -0.6588 -3.8776
C 1.8777 -0.9368 -3.1116
H 4.2262 2.4500 -5.2178
H 5.8684 1.6623 -5.7240
H 5.6020 2.3027 -4.1427
H 2.0422 -2.0123 -3.0460
H 1.0090 -0.7071 -3.7286
H 1.8500 -0.5396 -2.0969
C -1.2314 -1.2946 1.3343
O -1.9525 -1.4181 2.5776
C -1.3947 -2.1931 3.6011
O -0.2685 -2.7603 3.5697
O -2.0958 -2.0258 4.6969
C -1.4104 -2.2756 5.9327
H -0.3126 -0.7093 1.3698
H -1.8619 -0.7129 0.6618
H -1.0865 -2.2547 0.8390
H -1.8706 -1.8777 6.8372
H -0.3279 -2.1519 5.8996
H -1.4525 -3.3416 6.1563
C 2.7560 2.5398 -1.4296
O 2.0717 3.2314 -0.3723
C 2.7505 3.8346 0.5143
O 3.9203 4.3065 0.4672
O 2.0064 3.8883 1.5597
C 2.4040 4.7707 2.6288
H 2.3766 2.7283 -2.4339
H 2.6945 1.4794 -1.1852
H 3.8244 2.7290 -1.3250
H 2.4760 5.7762 2.2143
H 3.2415 4.3458 3.1821
H 1.6035 4.7924 3.3683
C -2.5218 1.3295 -2.7536
O -2.4982 0.1647 -3.6540
C -1.6349 0.1963 -4.7368
O -0.8011 1.0606 -5.0856
O -2.0253 -0.8751 -5.4756
C -1.5597 -0.9181 -6.8137
H -1.6789 1.0523 -2.1204
H -3.4248 1.4067 -2.1480
H -2.4572 2.2014 -3.4045
H -2.2595 -1.6434 -7.2287
H -0.5871 -1.3165 -7.1028
H -1.6952 0.0586 -7.2783
C -2.7873 0.5842 2.9449
O -3.4799 0.6938 1.6366
C -4.2736 1.6703 1.4062
O -4.4685 2.5943 2.2469
O -4.8122 1.6422 0.1494
C -5.6750 2.6659 -0.3644
H -2.3929 1.5501 3.2604
H -1.9633 -0.1055 2.7620
H -3.4197 0.0586 3.6604
H -5.3527 3.6551 -0.0393
H -6.6956 2.5445 -0.0016
H -5.5855 2.5190 -1.4408
C -2.9514 -0.2789 -0.7306
O -3.2135 -1.1590 -1.7419
C -2.2157 -1.8848 -2.3823
O -1.0558 -1.9970 -2.0277
O -2.6811 -2.5114 -3.5441
C -1.9469 -3.4692 -4.3729
H -2.4515 0.6529 -0.9951
H -2.3424 -0.7929 0.0131
H -3.9286 0.0181 -0.3500
H -1.1209 -2.9935 -4.9016
H -2.5753 -4.0590 -5.0401
H -1.4868 -4.1040 -3.6156
C 0.7047 -2.4564 1.8271
O 1.2129 -1.9225 0.6914
C 2.4659 -1.6590 0.5609
O 3.3143 -1.9777 1.3364
O 2.7475 -1.0929 -0.6916
C 4.0508 -1.1452 -1.3047
H 0.6166 -1.7705 2.6696
H 1.4600 -3.1519 2.1929
H -0.2269 -2.9211 1.5038
H 4.0730 -2.0925 -1.8435
H 4.9792 -1.1902 -0.7355
H 4.1758 -0.3740 -2.0649
C 0.2310 -0.5260 -0.8907
C 0.0151 0.6598 0.1053
C 0.3187 2.0224 -0.3425
O -0.9391 2.5916 -0.3839
C -1.9359 1.7503 -0.1515
O -3.1046 1.9470 -0.4313
O -1.4048 0.6430 0.3949
H -0.5113 -0.3928 -1.6777
H 0.0633 -1.4733 -0.3783
H 1.2567 -0.5195 -1.2594
H 0.5310 0.4471 1.0416
H 0.8974 2.0640 -1.2652
H 0.7509 2.5512 0.5070
*
```

Values from the calculation:
- Frontier orbital gap: 8.453 eV
- Total energy: -4012.8076 a.u.
- F_max: 0.189 Eh/bohr

Löwdin population analysis, charges in e, atoms 1 to 99:
1. C 0.00
2. C -0.29
3. O 0.13
4. C -0.40
5. O 0.03
6. O 0.03
7. F 0.06
8. H 0.16
9. H 0.15
10. H 0.19
11. C -0.02
12. C -0.33
13. O 0.10
14. C -0.51
15. O 0.17
16. O 0.08
17. F 0.08
18. H 0.12
19. H 0.14
20. H 0.08
21. C 0.04
22. O 0.06
23. C -0.60
24. O 0.05
25. O 0.04
26. C 0.00
27. H 0.11
28. H 0.07
29. H 0.12
30. H 0.08
31. H 0.03
32. H 0.12
33. C 0.01
34. O 0.06
35. C -0.56
36. O -0.06
37. O 0.02
38. C -0.03
39. H 0.11
40. H 0.10
41. H 0.10
42. H 0.11
43. H 0.12
44. H 0.03
45. C -0.05
46. O 0.00
47. C -0.41
48. O 0.03
49. O 0.04
50. C -0.07
51. H 0.09
52. H 0.01
53. H 0.12
54. H 0.12
55. H 0.10
56. H 0.11
57. C -0.08
58. O -0.06
59. C -0.63
60. O 0.08
61. O -0.05
62. C 0.01
63. H 0.14
64. H 0.10
65. H 0.13
66. H 0.11
67. H 0.10
68. H 0.09
69. C 0.05
70. O -0.03
71. C -0.48
72. O 0.09
73. O -0.05
74. C -0.05
75. H 0.09
76. H 0.11
77. H 0.13
78. H 0.10
79. H 0.10
80. H 0.10
81. C 0.06
82. O 0.04
83. C -0.55
84. O 0.08
85. O -0.14
86. C 0.00
87. H 0.09
88. H 0.00
89. H 0.13
90. H 0.10
91. H 0.09
92. H 0.10
93. C -0.09
94. O 0.07
95. C -0.38
96. O -0.04
97. O -0.02
98. C 0.01
99. H 0.02